1.
{"formula": "C26H38BClCoF6N10O5S4", "method": "ωB97M-V with the def2-TZVPD basis set", "total_energy_ev": -163183.6958, "lumo_ev": [-5.42, -4.98], "e_above_lowest_kcal_mol": 37.32, "charge": 1, "homo_lumo_gap_ha": [0.1911, 0.2073], "elements": ["Co", "C", "N", "C", "C", "N", "B", "N", "C", "C", "N", "C", "C", "S", "C", "S", "H", "H", "H", "H", "H", "H", "H", "H", "H", "H", "H", "H", "N", "N", "H", "H", "H", "H", "F", "C", "F", "F", "S", "O", "O", "N", "S", "O", "O", "C", "F", "F", "F", "C", "C", "C", "C", "C", "O", "C", "C", "C", "C", "C", "C", "Cl", "C", "C", "C", "N", "C", "N", "C", "N", "H", "H", "H", "H", "H", "H", "H", "H", "H", "H", "H", "H", "H", "H", "H", "H", "H", "H", "H", "H", "H", "H"], "xyz": [[-0.359, -0.057, 0.112], [0.225, -2.927, 3.354], [1.264, -1.901, 3.243], [2.599, -2.067, 3.505], [3.186, -0.854, 3.333], [2.216, 0.044, 2.976], [2.415, 1.587, 2.907], [2.749, 2.057, 1.429], [3.273, 3.310, 1.207], [3.385, 3.498, -0.128], [2.918, 2.352, -0.727], [2.850, 2.105, -2.170], [2.528, 1.481, 0.242], [1.906, -0.092, -0.140], [1.054, -0.615, 2.897], [-0.465, 0.038, 2.409], [0.680, -3.860, 3.670], [-0.262, -3.060, 2.400], [-0.524, -2.622, 4.079], [3.017, -3.017, 3.793], [4.218, -0.565, 3.445], [3.350, 1.874, 3.605], [1.390, 2.135, 3.230], [3.530, 3.967, 2.023], [3.760, 4.338, -0.693], [2.910, 3.055, -2.693], [1.918, 1.605, -2.415], [3.671, 1.467, -2.490], [-1.537, 2.756, 0.274], [-0.274, 2.092, 0.274], [-1.410, 3.737, 0.485], [-2.118, 2.342, 0.992], [0.242, 2.251, 1.137], [0.252, 2.476, -0.502], [-0.035, -4.998, 0.108], [-1.282, -4.586, 0.193], [-1.671, -4.717, 1.469], [-2.097, -5.292, -0.556], [-1.483, -2.745, -0.176], [-0.125, -2.146, 0.014], [-2.410, -2.313, 0.830], [-2.064, -2.514, -1.614], [-1.301, -3.115, -2.915], [-2.169, -3.030, -4.036], [-0.586, -4.316, -2.601], [0.106, -1.943, -3.335], [1.271, -2.492, -3.032], [0.023, -0.771, -2.656], [0.082, -1.647, -4.622], [-7.786, 2.710, -0.532], [-6.567, 1.989, -1.131], [-5.309, 2.792, -0.729], [-6.699, 2.023, -2.660], [-6.498, 0.507, -0.587], [-5.965, 0.478, 0.739], [-7.895, -0.145, -0.612], [-7.981, -1.644, -0.237], [-7.454, -1.985, 1.139], [-8.093, -1.502, 2.277], [-7.615, -1.787, 3.548], [-6.486, -2.579, 3.687], [-5.884, -2.948, 5.274], [-5.848, -3.091, 2.574], [-6.341, -2.797, 1.309], [-5.557, -0.407, -1.371], [-4.173, 0.052, -1.425], [-3.296, 0.020, -0.441], [-2.106, 0.407, -0.895], [-2.345, 0.682, -2.218], [-3.584, 0.476, -2.569], [-7.747, 3.765, -0.810], [-7.801, 2.663, 0.564], [-8.726, 2.309, -0.913], [-5.534, 3.862, -0.765], [-4.472, 2.616, -1.409], [-4.986, 2.550, 0.285], [-6.848, 3.058, -2.978], [-7.561, 1.446, -3.008], [-5.803, 1.655, -3.159], [-6.553, 0.964, 1.328], [-8.324, -0.025, -1.610], [-8.523, 0.409, 0.087], [-7.478, -2.256, -0.989], [-9.041, -1.905, -0.270], [-8.988, -0.895, 2.172], [-8.117, -1.407, 4.429], [-4.973, -3.718, 2.692], [-5.839, -3.219, 0.443], [-5.901, -0.543, -2.390], [-5.536, -1.362, -0.855], [-3.542, -0.263, 0.569], [-1.610, 1.064, -2.905]], "forces_ev_per_angstrom": [[1.3790, 1.6817, 0.2019], [0.0508, 0.0995, 0.0480], [-0.0537, -0.0162, -0.0636], [-0.0862, -0.1360, -0.0255], [0.0684, 0.1196, -0.0318], [0.0832, 0.0405, 0.2258], [-0.0700, -0.0182, 0.0239], [0.0383, -0.0800, -0.1113], [0.0249, -0.0094, 0.1450], [0.0275, 0.0082, -0.1384], [-0.1777, -0.0424, -0.1076], [0.1286, 0.0169, 0.0944], [0.1425, 0.3249, -0.1620], [-0.5776, -0.3896, 0.2132], [0.0985, -0.1386, 0.1175], [-0.3061, -0.2240, -0.7445], [0.0884, 0.0208, -0.0054], [0.0161, 0.0225, -0.1161], [0.0305, 0.0347, 0.0724], [-0.0761, 0.0689, -0.0077], [-0.1338, 0.0179, 0.0457], [-0.0423, 0.0290, -0.1183], [0.0550, -0.0097, 0.0124], [-0.0295, -0.1137, -0.0652], [-0.0258, -0.1308, 0.0263], [-0.0017, 0.0222, 0.0652], [-0.0536, -0.0065, 0.0149], [0.0272, -0.0057, 0.0412], [-0.0670, 0.1480, -0.1194], [-0.2196, -1.0912, -0.1285], [0.0945, 0.1112, 0.1933], [-0.0505, -0.0453, 0.0476], [0.1508, -0.0039, 0.1096], [0.1167, -0.0907, -0.1141], [0.0553, 0.0026, -0.2621], [-0.0438, 0.1176, 0.5020], [0.0617, -0.1036, -0.0227], [0.0687, -0.0166, -0.1213], [-0.3956, 0.0974, -0.3897], [-0.4045, 0.8303, -0.1701], [-0.1502, -0.0577, -0.2187], [0.5114, -0.3219, 0.0571], [0.1770, -0.2630, 0.1366], [-0.1495, 0.1116, 0.1600], [-0.1886, 0.0286, 0.0253], [0.0416, 0.1616, 0.1559], [-0.0148, 0.0488, 0.0140], [-0.0531, 0.0403, 0.0757], [-0.0053, -0.0470, -0.1008], [0.0334, -0.0154, 0.0294], [0.1620, -0.0144, 0.0726], [0.0215, -0.0230, -0.1139], [-0.0880, 0.0336, 0.0805], [-0.1241, 0.2106, -0.1433], [0.0138, 0.1150, -0.0424], [0.1646, -0.3439, 0.1746], [0.0719, 0.2726, 0.0881], [-0.0866, -0.0662, -0.1433], [-0.0336, 0.0649, 0.0985], [-0.1228, 0.0971, 0.0076], [-0.0508, 0.0398, -0.0420], [0.0223, 0.0153, 0.0083], [0.1382, -0.0962, -0.1221], [0.1344, -0.0587, 0.0241], [0.0417, 0.2355, 0.1215], [-0.0627, -0.0092, -0.1108], [0.0412, 0.1332, 0.0600], [-0.3241, -0.9173, 0.3867], [0.0219, 0.0589, 0.2245], [-0.0100, -0.0554, 0.1472], [0.0009, -0.0397, 0.0321], [-0.0310, 0.0211, -0.0868], [0.0275, 0.0294, 0.0680], [0.0294, -0.0958, -0.0439], [-0.0631, -0.0129, 0.0720], [-0.0386, 0.0606, -0.0113], [-0.0040, -0.0760, -0.0100], [0.0601, 0.0582, -0.0092], [-0.0097, -0.0206, 0.0005], [-0.0390, -0.0642, 0.0255], [-0.0527, 0.0723, 0.0819], [-0.0504, -0.0004, -0.0535], [-0.0774, -0.0442, 0.0322], [0.0119, -0.0737, -0.1043], [0.0631, -0.0396, 0.0382], [0.0129, -0.0297, -0.0477], [-0.0569, 0.0269, -0.0133], [-0.0355, 0.0300, 0.0554], [0.0831, -0.0418, -0.0888], [0.0189, -0.0812, -0.1143], [-0.0002, -0.1007, -0.1253], [0.0269, -0.0982, 0.0170]], "mulliken_charge": [1.442, -0.925, 0.301, -0.439, -0.428, 0.038, 0.183, 0.255, -0.605, -0.377, 0.193, -0.699, -0.342, -0.363, -0.175, -0.361, 0.367, 0.304, 0.353, 0.454, 0.522, -0.163, -0.027, 0.500, 0.466, 0.319, 0.236, 0.323, -0.730, -0.431, 0.312, 0.151, 0.376, 0.309, -0.179, 0.372, -0.153, -0.161, 0.635, -0.480, -0.312, 0.013, 1.105, -0.667, -0.651, 0.601, -0.220, -0.258, -0.228, -1.870, 2.033, -1.584, -1.895, 2.270, -0.673, -1.693, -1.503, 0.313, -0.038, -0.841, 0.349, -0.236, -0.893, -0.062, -3.123, 1.834, -1.263, 1.399, -1.339, -0.935, 0.522, 0.357, 0.374, 0.573, 0.273, 0.217, 0.473, 0.307, 0.368, 0.553, 0.470, 0.731, 0.477, 0.513, 0.430, 0.432, 0.473, 0.425, 0.414, 0.476, 0.664, 0.478]}

=====

2.
{"formula": "C5H10O4", "method": "ωB97M-V with the def2-TZVPD basis set", "total_energy_ev": -13536.1622, "lumo_ev": 0.87, "e_above_lowest_kcal_mol": 39.90, "smiles": "CCO[C@](O)(C=O)OC", "homo_lumo_gap_ha": 0.4005, "elements": ["C", "C", "O", "C", "O", "C", "O", "O", "C", "H", "H", "H", "H", "H", "H", "H", "H", "H", "H"], "xyz": [[-2.291, 0.880, -0.569], [-1.280, -0.031, -1.254], [-0.777, -1.020, -0.345], [0.473, -0.775, 0.182], [1.475, -0.867, -0.763], [0.698, -1.814, 1.295], [1.693, -2.482, 1.333], [0.485, 0.474, 0.851], [1.630, 1.289, 0.685], [-2.676, 1.599, -1.286], [-3.114, 0.289, -0.177], [-1.817, 1.410, 0.252], [-0.445, 0.544, -1.663], [-1.752, -0.594, -2.064], [2.048, -1.617, -0.521], [-0.085, -1.821, 2.064], [1.441, 2.159, 1.311], [2.535, 0.781, 1.024], [1.757, 1.595, -0.354]], "forces_ev_per_angstrom": [[0.3451, -0.2850, -0.0783], [-0.1138, 0.1672, 0.0171], [0.0667, -0.0007, 0.3516], [0.1937, -0.2183, 0.0991], [0.0450, 0.0601, -0.0491], [-0.1495, 0.3507, -0.2547], [0.0927, -0.1734, 0.0148], [-0.3842, -0.3430, -0.3531], [0.1837, 0.0920, 0.0305], [-0.1178, 0.1156, -0.0982], [-0.1204, -0.0201, 0.0324], [-0.0079, 0.0487, 0.0360], [-0.0797, -0.0620, -0.0581], [0.1199, 0.1232, 0.0564], [-0.1646, 0.1482, 0.0846], [-0.0447, -0.1230, 0.1298], [0.0939, 0.0396, -0.0184], [0.0152, 0.0699, -0.0172], [0.0268, 0.0102, 0.0749]], "mulliken_charge": [-1.059, -0.235, -0.442, 0.856, -0.563, -0.141, -0.497, -0.313, -0.623, 0.360, 0.283, 0.276, 0.258, 0.332, 0.371, 0.358, 0.258, 0.269, 0.251]}

=====

How do the records compare in F_max? In the order shown, they have 2.18 0.62 eV/Å.